1.
C3H8NOP as an isolated structure at a distorted geometry, computed with ωB97M-V/def2-TZVPD.

Properties
HOMO energy (spin up / spin down): -7.723 / -7.722 eV
ΔE to the lowest compared entry with this formula, charge and spin: 328.8 kJ/mol
Net charge: 0
Frontier orbital gap (spin up / spin down): 7.75 / 7.75 eV

CARTESIAN COORDINATES (ANGSTROEM)
C1 0.7766 -1.5105 0.1114
C2 0.8787 1.2477 0.7382
C3 -0.8234 0.3103 -1.3056
N1 -2.0357 0.6322 0.2104
O1 -2.3825 -0.3662 0.7234
P1 0.8841 0.1282 -0.7420
H1 1.6961 -1.6828 0.6681
H2 0.6740 -2.2943 -0.6360
H3 -0.0718 -1.5473 0.7935
H4 0.5410 2.2360 0.4318
H5 1.8844 1.3269 1.1393
H6 0.2110 0.8627 1.5069
H7 -1.0021 1.2261 -1.8525
H8 -1.2303 -0.5689 -1.7869

2.
A 2-piece molecular cluster, C4H7F2N overall at a distorted geometry, computed with ωB97M-V/def2-TZVPD.

Properties
HOMO energy: -10.091 eV
ΔE to the lowest compared entry with this formula, charge and spin: 229.9 kJ/mol
Net charge: 0
Frontier orbital gap: 10.48 eV

CARTESIAN COORDINATES (ANGSTROEM)
H1 0.0867 -1.2798 -1.4677
N1 0.6215 -1.4840 -0.6788
C1 1.3408 -0.6657 -0.0491
C2 1.3661 0.6986 -0.5735
C3 1.3555 1.7967 0.1298
H2 1.7185 -1.0186 0.9543
H3 1.1061 0.7511 -1.5904
H4 1.0574 2.8263 -0.2353
H5 1.4367 1.7148 1.1385
F1 -3.1110 -1.4965 0.3773
C4 -1.9876 -0.6144 0.4896
F2 -2.4325 0.4633 -0.0499
H6 -1.5642 -0.5984 1.5330
H7 -0.9941 -1.0934 0.0223

3.
A 10-piece molecular cluster, C58H126F8N8O10S4 overall at a distorted geometry, computed with ωB97M-V/def2-TZVPD.

Properties
HOMO energy: -10.967 eV
Net charge: +4
Frontier orbital gap: 4.41 eV

CARTESIAN COORDINATES (ANGSTROEM)
C1 8.9173 3.8010 3.6459
C2 9.0683 2.2523 3.4455
C3 9.2732 1.9547 1.9570
N1 9.0865 0.4367 1.6142
C4 10.1468 -0.4995 2.2554
C5 7.7008 -0.2239 1.8731
C6 7.5885 -1.3272 0.7371
C7 8.5813 -1.1047 -0.3863
C8 9.2599 0.2128 0.0897
H1 9.8087 4.2854 3.2473
H2 8.8264 4.1513 4.6741
H3 8.0741 4.1975 3.0802
H4 8.3040 1.5912 3.8540
H5 9.9653 1.8226 3.8915
H6 10.2001 2.3556 1.5465
H7 8.4538 2.3659 1.3675
H8 9.9016 -0.4697 3.3171
H9 11.0426 0.0731 2.0148
H10 9.9673 -1.5366 1.9723
H11 7.6689 -0.6615 2.8709
H12 6.9180 0.5269 1.7652
H13 7.8039 -2.3061 1.1655
H14 6.6163 -1.1759 0.2680
H15 9.3321 -1.8821 -0.5281
H16 8.1993 -1.0784 -1.4069
H17 10.3400 0.2481 -0.0521
H18 8.7599 1.0917 -0.3174
C9 -1.7538 5.3466 -2.5928
C10 -2.8573 4.6973 -3.5317
C11 -2.9416 5.3805 -4.8864
N2 -4.0300 4.7680 -5.7973
C12 -3.5249 3.4263 -6.3046
C13 -4.3417 5.7596 -6.9394
C14 -5.6936 5.4397 -7.5174
C15 -6.3758 4.6209 -6.3410
C16 -5.3756 4.6493 -5.1472
H19 -0.7654 5.0329 -2.9286
H20 -1.8061 4.9667 -1.5725
H21 -1.8203 6.4314 -2.5087
H22 -3.8304 4.7104 -3.0409
H23 -2.6540 3.6277 -3.4809
H24 -1.9990 5.4556 -5.4285
H25 -3.2697 6.4181 -4.8252
H26 -3.1494 2.7749 -5.5154
H27 -2.7274 3.7047 -6.9935
H28 -4.2473 2.9773 -6.9862
H29 -3.5580 5.8446 -7.6921
H30 -4.4806 6.7774 -6.5747
H31 -5.6322 4.9755 -8.5017
H32 -6.2931 6.3479 -7.5799
H33 -6.4342 3.5648 -6.6044
H34 -7.3818 5.0138 -6.1936
H35 -5.5707 3.7512 -4.5611
H36 -5.5412 5.5855 -4.6141
C17 -1.7970 -8.9245 -0.9667
C18 -1.1770 -8.9609 -2.3663
C19 -0.8549 -7.5912 -2.9984
N3 -0.4300 -7.5474 -4.5178
C20 0.6533 -8.6324 -4.7513
C21 0.0510 -6.0712 -4.8814
C22 -0.0841 -6.1033 -6.3779
C23 -1.0437 -7.0734 -6.8767
C24 -1.5769 -7.7305 -5.5694
H37 -1.2954 -9.5842 -0.2587
H38 -2.8045 -9.2785 -1.1851
H39 -2.0104 -7.9895 -0.4486
H40 -1.6466 -9.5714 -3.1376
H41 -0.2020 -9.4460 -2.3202
H42 -0.0222 -7.0250 -2.5812
H43 -1.7534 -6.9764 -2.9440
H44 1.3632 -8.4267 -3.9502
H45 1.2185 -8.2697 -5.6099
H46 0.2102 -9.6213 -4.8691
H47 1.0688 -5.9163 -4.5235
H48 -0.6341 -5.4308 -4.3258
H49 0.9290 -6.1617 -6.7759
H50 -0.4657 -5.1023 -6.5791
H51 -0.5171 -7.7734 -7.5255
H52 -1.8832 -6.7135 -7.4715
H53 -1.9223 -8.7440 -5.7733
H54 -2.5159 -7.3697 -5.1496
C25 3.0198 -7.8862 8.6698
C26 2.3800 -7.3072 7.3816
C27 3.5194 -7.0002 6.3645
N4 2.9847 -6.3574 5.0880
C28 2.1980 -5.0799 5.4092
C29 4.1751 -5.9014 4.2075
C30 4.4328 -6.9860 3.1290
C31 3.4450 -8.1394 3.4106
C32 2.2831 -7.4029 4.1534
H55 4.0022 -7.5023 8.9448
H56 3.3051 -8.9257 8.5083
H57 2.4224 -7.7718 9.5743
H58 1.8173 -6.4491 7.7493
H59 1.6411 -8.0385 7.0540
H60 4.0042 -7.9217 6.0419
H61 4.3322 -6.3410 6.6692
H62 1.2566 -5.3369 5.8949
H63 1.8554 -4.6775 4.4559
H64 2.9633 -4.4764 5.8973
H65 3.9165 -5.0083 3.6386
H66 5.0450 -5.7032 4.8336
H67 4.2861 -6.6315 2.1087
H68 5.4152 -7.4022 3.3518
H69 3.2496 -8.5336 2.4133
H70 3.7348 -8.9066 4.1285
H71 1.9153 -6.6857 3.4196
H72 1.4476 -7.9474 4.5935
C33 6.5392 -2.0210 -11.3363
C34 5.3093 -1.3520 -10.7177
C35 5.4940 0.1082 -10.2866
N5 4.4835 0.7621 -9.3509
C36 4.6908 2.2903 -9.4575
C37 4.7835 0.2462 -7.8878
C38 3.4726 -0.0133 -7.0989
C39 2.3842 0.4921 -8.0208
C40 3.0045 0.3807 -9.4624
H73 6.3088 -2.8977 -11.9416
H74 7.3241 -2.2226 -10.6073
H75 6.9055 -1.3952 -12.1501
H76 5.0285 -1.7838 -9.7570
H77 4.4769 -1.4987 -11.4060
H78 5.5919 0.8051 -11.1190
H79 6.4212 0.3409 -9.7630
H80 5.7762 2.3807 -9.4994
H81 4.3123 2.7892 -8.5654
H82 4.3055 2.6215 -10.4218
H83 5.3987 0.9711 -7.3546
H84 5.3892 -0.6583 -7.8315
H85 3.4676 0.5849 -6.1877
H86 3.3643 -1.0197 -6.6946
H87 2.1858 1.5263 -7.7394
H88 1.4092 0.0057 -7.9942
H89 2.5078 1.0651 -10.1501
H90 2.9488 -0.6354 -9.8530
C41 2.6727 6.7651 4.2479
C42 2.3048 5.2765 4.4511
C43 2.2772 5.0798 5.9859
N6 1.9077 3.6446 6.4032
C44 2.9635 2.6474 5.8849
C45 1.8007 3.5420 7.9605
C46 0.7004 2.5199 8.2522
C47 0.0243 2.1010 6.8846
C48 0.5177 3.2161 5.9462
H91 2.7809 6.7970 3.1637
H92 3.6515 7.0825 4.6076
H93 1.8992 7.4720 4.5480
H94 3.0723 4.6124 4.0536
H95 1.3608 4.8764 4.0812
H96 1.5541 5.6895 6.5276
H97 3.2875 5.1797 6.3826
H98 2.7407 1.6770 6.3285
H99 3.9544 2.9650 6.2096
H100 2.9518 2.4274 4.8174
H101 2.7815 3.3024 8.3714
H102 1.5168 4.5756 8.1582
H103 1.1068 1.6627 8.7890
H104 -0.0154 2.9833 8.9312
H105 0.4090 1.1739 6.4597
H106 -1.0250 1.9940 7.1596
H107 0.5107 2.8902 4.9060
H108 0.0415 4.1959 5.9816
C49 -6.3620 5.2366 3.6308
C50 -7.1092 6.1113 4.6728
C51 -8.4865 5.5810 4.9943
N7 -9.3053 6.5421 5.8762
C52 -8.5883 6.6983 7.2040
C53 -10.7175 6.0373 6.0531
C54 -11.6286 7.2737 6.0299
C55 -10.8043 8.5121 5.7651
C56 -9.5195 7.8795 5.1430
H109 -6.1525 4.2575 4.0616
H110 -5.3735 5.6174 3.3741
H111 -6.9464 5.0308 2.7341
H112 -7.2135 7.1200 4.2730
H113 -6.4555 6.2120 5.5392
H114 -8.3942 4.6412 5.5388
H115 -9.0197 5.3507 4.0720
H116 -8.4074 5.7142 7.6363
H117 -9.2154 7.3350 7.8281
H118 -7.6337 7.1932 7.0255
H119 -10.7076 5.4303 6.9584
H120 -10.8624 5.5654 5.0812
H121 -12.2925 7.4579 6.8744
H122 -12.2943 7.2086 5.1693
H123 -10.5639 9.0546 6.6794
H124 -11.1705 9.2407 5.0418
H125 -8.6684 8.5538 5.0471
H126 -9.6183 7.6550 4.0809
C57 -7.0391 -1.8861 5.5781
F1 -6.9663 -1.1352 4.4968
F2 -7.8297 -2.9246 5.3278
F3 -5.7893 -2.3627 5.8223
S1 -7.8941 -0.8306 7.1042
O1 -8.0720 -1.8592 8.1494
O2 -6.9076 0.2717 7.3779
O3 -9.1745 -0.3594 6.5319
C58 -1.6646 -0.6871 0.9513
F4 -1.6326 0.6787 1.0565
F5 -1.8045 -1.2087 2.1424
F6 -2.6638 -0.9619 0.1046
S2 0.0133 -1.3095 0.1667
O4 0.0811 -2.7582 0.3380
O5 -0.1110 -0.8734 -1.2391
O6 1.0714 -0.5891 0.8796
N8 -7.0901 -3.2633 -4.8872
S3 -7.1260 -2.9563 -6.5884
O7 -6.6376 -4.0399 -7.4380
O8 -6.8563 -1.6120 -7.0353
F7 -8.7697 -3.0872 -6.7285
S4 -5.8959 -2.4921 -4.5498
O9 -6.0733 -1.1323 -4.0456
O10 -4.6551 -2.8508 -5.1985
F8 -5.6886 -3.2978 -3.1982

4.
C31H60F3N8O9SV as an isolated structure at a distorted geometry, computed with ωB97M-V/def2-TZVPD.

Properties
HOMO energy (spin up / spin down): -7.792 / -7.792 eV
Net charge: 0
Frontier orbital gap (spin up / spin down): 7.06 / 7.66 eV
Multiplicity: 3

CARTESIAN COORDINATES (ANGSTROEM)
V1 0.5784 3.0061 0.7442
N1 -0.5766 5.3670 0.2744
O1 -1.0435 4.4811 1.0823
O2 -1.0957 6.4042 0.0518
O3 0.5082 4.9635 -0.2394
N2 -0.5749 0.7458 0.1121
O4 0.4567 0.8513 0.8611
O5 -0.9687 -0.2894 -0.3200
O6 -1.0396 1.8774 -0.2143
C1 3.2487 4.3452 -1.9908
F1 4.1895 5.0872 -1.3984
F2 2.1822 5.0833 -2.2623
F3 3.7329 3.8204 -3.1193
S1 2.8161 2.9474 -0.8463
O7 3.8548 1.9969 -0.9955
O8 2.6210 3.4791 0.5395
O9 1.4328 2.5110 -1.1363
N3 0.0882 -3.9481 3.7892
C2 -0.3271 -3.0751 4.7571
C3 0.0273 -1.8178 4.3643
C4 0.6923 -1.9396 3.1096
C5 0.6861 -3.2638 2.7708
H1 -0.1184 -4.9301 3.8013
H2 -0.8557 -3.4313 5.6243
H3 -0.2347 -0.8718 4.8101
H4 1.0703 -1.1504 2.4799
H5 1.1119 -3.7456 1.9075
N4 0.2059 3.7951 -4.5027
C6 -0.1648 2.5237 -4.1583
C7 -1.1869 2.6209 -3.2537
C8 -1.4777 3.9996 -3.0913
C9 -0.6044 4.6964 -3.8708
H6 0.9463 4.0655 -5.1228
H7 0.4275 1.6879 -4.4922
H8 -1.6728 1.7531 -2.8413
H9 -2.2370 4.4308 -2.4589
H10 -0.4883 5.7549 -4.0264
N5 -4.6967 0.5183 3.2628
C10 -3.9431 -0.4957 2.7342
C11 -3.6390 -0.1736 1.4402
C12 -4.2228 1.0945 1.1824
C13 -4.8604 1.4987 2.3217
H11 -5.0531 0.4947 4.1999
H12 -3.7583 -1.3809 3.3202
H13 -3.0442 -0.8138 0.8162
H14 -4.2589 1.5951 0.2288
H15 -5.4032 2.4011 2.5453
C14 3.0541 -4.3736 -3.9815
C15 2.9217 -2.9372 -4.5192
N6 3.5331 -1.8828 -3.7283
C16 4.9852 -1.9179 -3.6886
C17 5.6503 -1.7980 -5.0552
C18 2.9952 -1.7406 -2.3916
C19 1.5011 -1.4323 -2.3561
H16 2.2701 -4.9711 -4.4520
H17 2.8472 -4.4136 -2.9117
H18 4.0253 -4.8130 -4.2030
H19 3.2940 -2.8520 -5.5366
H20 1.8557 -2.7039 -4.5562
H21 5.3636 -1.0824 -3.0918
H22 5.3249 -2.8151 -3.1356
H23 5.2733 -2.5446 -5.7529
H24 5.4659 -0.8072 -5.4711
H25 6.7304 -1.9258 -4.9825
H26 3.5237 -0.9187 -1.9008
H27 3.2035 -2.6148 -1.7411
H28 0.9041 -2.2810 -2.6914
H29 1.3108 -0.6417 -3.0901
H30 1.1642 -1.0926 -1.3798
C20 -0.8508 -3.9444 -0.8616
C21 -1.7969 -3.5954 0.2654
N7 -3.1345 -4.1748 0.1353
C22 -3.7517 -4.0116 -1.1664
C23 -3.9303 -2.5610 -1.6265
C24 -3.9680 -3.8202 1.2617
C25 -5.0785 -4.7927 1.5608
H31 0.1701 -3.7634 -0.5171
H32 -1.0319 -3.3139 -1.7284
H33 -0.9159 -5.0059 -1.1063
H34 -1.4197 -3.9237 1.2356
H35 -1.8904 -2.4995 0.3334
H36 -3.1868 -4.5932 -1.8977
H37 -4.7343 -4.4915 -1.1449
H38 -4.6441 -2.4674 -2.4488
H39 -4.3175 -1.9261 -0.8274
H40 -2.9922 -2.1278 -1.9828
H41 -4.3405 -2.7845 1.1875
H42 -3.3014 -3.7441 2.1306
H43 -5.7111 -4.4009 2.3611
H44 -4.6788 -5.7772 1.7967
H45 -5.7678 -4.9015 0.7189
C26 2.9049 1.4005 2.6520
C27 1.6113 1.8038 3.3476
N8 0.9046 3.0274 2.8740
C28 1.7131 4.1939 3.3411
C29 1.2747 5.5739 2.8424
C30 -0.3820 3.0841 3.6215
C31 -1.4600 2.0968 3.1724
H46 2.7360 0.9507 1.6778
H47 3.3863 0.6671 3.3013
H48 3.6157 2.2199 2.5577
H49 0.9201 0.9683 3.2201
H50 1.7666 1.8278 4.4319
H51 2.7275 4.0677 2.9625
H52 1.7611 4.1898 4.4310
H53 1.6213 6.3039 3.5773
H54 0.1914 5.6815 2.8273
H55 1.6928 5.8482 1.8777
H56 -0.1598 2.9632 4.6927
H57 -0.8264 4.0787 3.6052
H58 -1.1996 1.0573 3.3530
H59 -2.3900 2.3609 3.6709
H60 -1.6649 2.2444 2.1105

- Number 3 is which compound?
  C58H126F8N8O10S4

- Look up the net charge of the fourth one.
  0

- What is the net charge in the fourth record?
  0